Record 1
{
  "formula": "C6H4O",
  "method": "ωB97M-V with the def2-TZVPD basis set",
  "homo_lumo_gap_ev": 8.46,
  "homo_energy_ev": -9.011,
  "e_above_lowest_ev": 5.964,
  "fmax_ha_per_bohr": 0.0198,
  "energy_ha": -305.992362,
  "elements": ["C", "C", "C", "C", "C", "C", "O", "H", "H", "H", "H"],
  "positions_angstrom": [[-0.086, -1.157, 0.435], [-0.487, -0.637, 1.836], [-1.358, -0.412, 0.854], [-0.957, -0.324, -0.524], [0.308, 0.327, -0.737], [0.896, 1.369, 0.132], [0.357, 1.843, 1.106], [0.180, -2.174, 0.160], [-1.486, -0.808, -1.336], [0.711, 0.302, -1.760], [1.922, 1.671, -0.164]],
  "nbo_charge": [-0.12, -0.05, -0.07, -0.23, -0.28, 0.36, -0.49, 0.25, 0.25, 0.24, 0.12]
}

Record 2
{
  "formula": "C11H14NO6Ru",
  "method": "ωB97M-V with the def2-TZVPD basis set",
  "s_squared": 6.02,
  "homo_lumo_gap_ev": [7.70, 6.44],
  "total_charge": 3,
  "spin_multiplicity": 5,
  "homo_energy_ev": [-21.182, -21.108],
  "fmax_ha_per_bohr": 0.0604,
  "energy_ha": -1027.373728,
  "elements": ["Ru", "O", "C", "O", "C", "C", "C", "C", "C", "N", "C", "O", "O", "H", "H", "H", "H", "C", "O", "C", "C", "O", "C", "H", "H", "H", "H", "H", "H", "H", "H", "H", "H"],
  "positions_angstrom": [[0.024, 0.613, -0.259], [-3.780, -1.410, -0.241], [-2.534, -1.163, -0.260], [-2.028, -0.016, -0.267], [-1.608, -2.320, -0.329], [-1.888, -3.676, -0.420], [-0.825, -4.547, -0.652], [0.468, -4.060, -0.846], [0.597, -2.688, -0.729], [-0.363, -1.871, -0.437], [1.912, -1.789, -1.115], [2.855, -2.480, -1.419], [1.651, -0.574, -1.039], [-4.393, -0.651, -0.264], [-2.904, -4.040, -0.333], [-0.996, -5.614, -0.724], [1.300, -4.706, -1.091], [-1.158, 2.127, 2.045], [-0.885, 2.180, 0.619], [-0.240, 3.357, 0.071], [1.242, 3.269, 0.330], [1.657, 1.937, -0.093], [3.096, 1.722, -0.092], [-1.583, 3.075, 2.375], [-0.254, 1.923, 2.625], [-1.891, 1.341, 2.208], [-0.666, 4.270, 0.488], [-0.448, 3.339, -1.003], [1.500, 3.409, 1.383], [1.763, 4.030, -0.253], [3.601, 2.636, -0.400], [3.332, 0.925, -0.784], [3.444, 1.451, 0.907]],
  "lowdin_spin": [2.61, 0.01, 0.01, 0.04, 0.01, 0.00, 0.00, 0.01, 0.15, 0.13, 0.10, 0.67, 0.07, 0.00, 0.00, 0.00, 0.00, 0.00, 0.02, 0.01, 0.01, 0.09, 0.01, 0.00, 0.00, 0.00, 0.00, 0.00, 0.00, 0.00, 0.00, 0.00, 0.00]
}

Record 3
{
  "formula": "C27H18CrN6S",
  "method": "ωB97M-V with the def2-TZVPD basis set",
  "s_squared": 3.82,
  "homo_lumo_gap_ev": [7.39, 7.25],
  "total_charge": 1,
  "spin_multiplicity": 4,
  "homo_energy_ev": [-11.007, -11.098],
  "fmax_ha_per_bohr": 0.0174,
  "energy_ha": -2810.786073,
  "elements": ["Cr", "C", "C", "C", "C", "N", "C", "N", "C", "N", "C", "N", "C", "C", "C", "C", "C", "N", "C", "C", "C", "C", "C", "C", "H", "H", "H", "H", "H", "H", "H", "H", "H", "H", "H", "H", "S", "C", "C", "C", "C", "C", "C", "C", "C", "C", "N", "H", "H", "H", "H", "H", "H"],
  "positions_angstrom": [[-0.197, -0.444, -0.033], [-1.706, -1.288, 3.859], [-2.523, -0.205, 4.188], [-2.582, 0.852, 3.318], [-1.858, 0.834, 2.110], [-1.102, -0.249, 1.772], [-1.028, -1.259, 2.671], [-1.992, 1.954, 1.346], [-1.391, 2.195, 0.236], [-0.461, 1.415, -0.415], [-0.206, 1.981, -1.649], [0.593, 1.550, -2.561], [1.454, 0.512, -2.367], [2.515, 0.401, -3.282], [3.526, -0.500, -3.063], [3.483, -1.292, -1.912], [2.390, -1.188, -1.097], [1.350, -0.354, -1.324], [-0.985, 3.219, -1.779], [-1.078, 4.148, -2.794], [-1.894, 5.253, -2.578], [-2.586, 5.415, -1.381], [-2.494, 4.474, -0.361], [-1.687, 3.377, -0.583], [-1.600, -2.137, 4.518], [-3.089, -0.200, 5.109], [-3.168, 1.737, 3.516], [-0.384, -2.084, 2.406], [2.509, 1.075, -4.124], [4.353, -0.582, -3.754], [4.278, -1.982, -1.670], [2.325, -1.779, -0.196], [-0.535, 4.016, -3.721], [-1.992, 6.002, -3.352], [-3.208, 6.290, -1.244], [-3.028, 4.588, 0.573], [-4.018, -2.409, -1.075], [-4.193, -0.773, -1.540], [-3.042, -0.058, -1.388], [-1.977, -0.834, -0.863], [-2.368, -2.133, -0.643], [-1.440, -3.138, -0.182], [-1.754, -4.496, -0.109], [-0.788, -5.401, 0.273], [0.480, -4.926, 0.589], [0.710, -3.570, 0.523], [-0.209, -2.670, 0.145], [-5.148, -0.429, -1.906], [-2.973, 0.984, -1.671], [-2.753, -4.820, -0.367], [-1.011, -6.458, 0.329], [1.276, -5.594, 0.881], [1.682, -3.200, 0.817]],
  "lowdin_spin": [2.97, 0.00, 0.01, 0.00, 0.01, 0.00, 0.01, 0.00, 0.01, -0.01, 0.01, 0.00, 0.01, 0.00, 0.01, 0.00, 0.01, 0.00, 0.00, 0.00, 0.00, 0.00, 0.00, 0.00, 0.00, 0.00, 0.00, 0.00, 0.00, 0.00, 0.00, 0.00, 0.00, 0.00, 0.00, 0.00, 0.01, -0.02, 0.00, -0.11, 0.03, 0.01, 0.00, 0.01, 0.01, 0.00, 0.01, 0.00, 0.00, 0.00, 0.00, 0.00, 0.00]
}

Record 4
{
  "formula": "C5H22N2O6",
  "method": "ωB97M-V with the def2-TZVPD basis set",
  "homo_lumo_gap_ev": 10.45,
  "homo_energy_ev": -9.939,
  "e_above_lowest_ev": 1.658,
  "fmax_ha_per_bohr": 0.0394,
  "energy_ha": -764.665642,
  "smiles": "NCCCCNC=O.O.O.O.O.O",
  "elements": ["N", "C", "C", "C", "C", "N", "C", "O", "H", "H", "H", "H", "H", "H", "H", "H", "H", "H", "H", "H", "O", "H", "H", "O", "H", "H", "O", "H", "H", "O", "H", "H", "O", "H", "H"],
  "positions_angstrom": [[-2.255, -0.799, -0.381], [-1.896, 0.587, -0.506], [-1.235, 1.170, -1.773], [-0.136, 0.308, -2.408], [1.158, 0.293, -1.614], [1.842, 1.579, -1.708], [3.024, 1.815, -1.125], [3.658, 1.007, -0.464], [-2.976, -1.021, -1.056], [-1.538, -1.506, -0.500], [-1.419, 0.990, 0.389], [-2.810, 1.206, -0.467], [-1.996, 1.272, -2.553], [-0.888, 2.192, -1.590], [-0.498, -0.711, -2.262], [-0.012, 0.428, -3.482], [0.920, 0.026, -0.584], [1.819, -0.478, -2.008], [1.540, 2.197, -2.439], [3.398, 2.839, -1.271], [2.782, -1.435, 0.296], [3.225, -0.611, 0.010], [3.504, -1.985, 0.616], [-0.261, 1.252, 2.628], [0.062, 0.565, 3.243], [-1.222, 1.092, 2.711], [-0.577, -1.792, 3.568], [-0.995, -1.289, 2.859], [-0.059, -2.455, 3.095], [-3.007, 1.044, 2.339], [-3.138, 1.350, 1.433], [-3.038, 0.093, 2.142], [0.634, -3.092, 1.007], [1.174, -2.290, 0.993], [1.215, -3.841, 0.862]],
  "nbo_charge": [-0.85, -0.25, -0.42, -0.42, -0.23, -0.60, 0.55, -0.66, 0.36, 0.38, 0.22, 0.17, 0.20, 0.21, 0.21, 0.21, 0.22, 0.21, 0.40, 0.12, -1.00, 0.51, 0.47, -0.98, 0.47, 0.48, -0.96, 0.46, 0.49, -0.93, 0.47, 0.48, -0.99, 0.51, 0.47]
}